Density functional theory data (wB97M-V/def2-TZVPD) for a cluster of 2 separate species, C3H7O3 in total at a distorted geometry.

Properties
LUMO in eV: 4.106
HOMO level in eV: -3.9810
2S+1: 1
Total charge: -1

Positions of all 13 atoms, in Å:
C (2.5590, -0.1349, -1.0044)
O (1.3809, -0.4689, -1.5285)
H (0.6617, -0.5055, -0.8423)
H (2.6460, 0.9463, -0.7045)
H (3.2795, -0.3390, -1.9321)
H (2.8335, -0.6736, -0.2596)
C (-1.8190, 0.3690, -0.4504)
C (-0.9843, 0.1520, 0.8921)
O (0.1753, -0.2710, 0.8373)
O (-1.8131, 0.4027, 1.8588)
H (-2.5594, 1.0451, -0.3513)
H (-2.2505, -0.6290, -0.6002)
H (-1.0887, 0.5375, -1.2741)



Density functional theory data (wB97M-V/def2-TZVPD) for a cluster of 2 separate species, C4H9NO in total at a distorted geometry.

Properties
LUMO in eV: 0.716
HOMO level in eV: -9.1133
2S+1: 1
SMILES: C/C=C/O.C=N

Positions of all 15 atoms, in Å:
C (0.7956, 1.2749, 2.0440)
N (1.5782, 1.4423, 3.0428)
H (-0.0671, 1.8640, 1.9621)
H (0.9711, 0.5253, 1.3436)
H (2.4632, 0.9324, 2.9462)
C (-1.3620, -1.8766, -1.2256)
C (-0.9399, -0.5000, -0.7071)
C (0.0863, 0.1759, -1.2052)
O (0.4796, 1.4850, -0.8828)
H (-2.2818, -1.7781, -1.7669)
H (-0.5697, -2.2668, -1.8147)
H (-1.5529, -2.5916, -0.4085)
H (-1.5402, -0.0650, 0.0781)
H (0.7405, -0.3538, -1.9237)
H (1.1991, 1.7322, -1.4823)